No. 1
Below is a cluster of 3 separate species, C12H24ClFN3O6 in total in a non-equilibrium geometry, with properties calculated with ωB97M-V with the def2-TZVPD basis set.

Geometry as XYZ:
```
47
Properties=species:S:1:pos:R:3:forces:R:3
N 4.080323 0.772298 -3.941024 -0.4 0.4 0.0
C 2.819332 1.130485 -4.316817 -0.5 0.6 -0.8
N 1.848255 0.117340 -4.629632 0.8 3.2 -0.1
C 0.476132 0.430923 -4.140496 -1.4 -0.4 1.3
C 0.440055 1.799689 -3.328237 -0.4 -0.1 -1.3
F -0.886651 2.155176 -3.013717 1.9 -0.6 -0.5
C 1.113141 2.872215 -4.304206 -1.0 0.0 -0.1
Cl 0.518372 2.721332 -6.028560 0.3 0.2 1.2
N 2.565990 2.555487 -4.322150 -1.7 -3.7 2.7
H 4.299657 0.981700 -2.961211 0.5 0.2 -0.9
H 4.779521 0.402114 -4.584350 -0.4 -0.3 0.5
H 1.867759 -0.165929 -5.615792 0.2 -0.5 0.5
H -0.326203 0.385229 -4.934775 1.1 0.4 0.8
H 0.207771 -0.390009 -3.397308 0.5 0.9 -0.9
H 1.038707 1.709141 -2.365116 -0.8 0.3 -1.1
H 0.881483 3.926615 -3.985039 0.6 -1.1 -0.3
H 2.935857 2.900152 -3.415617 0.7 0.5 -1.0
C -0.288455 -2.968035 2.256241 0.0 0.3 -0.1
C 0.943021 -3.756803 1.857368 -0.4 -0.2 0.7
O 1.376000 -3.402240 0.534553 0.5 0.3 -0.3
C 2.054249 -2.257781 0.441487 -0.5 -0.5 0.4
O 2.336294 -1.519629 1.347636 0.1 0.1 -0.3
O 2.351045 -2.054321 -0.855379 0.1 0.1 -0.2
C 3.002548 -0.816979 -1.101220 0.2 0.1 -0.1
H -1.074729 -3.077354 1.506011 0.0 -0.2 0.1
H -0.668521 -3.309065 3.220374 0.0 0.0 -0.1
H -0.066794 -1.901611 2.333080 0.1 -0.1 0.1
H 0.701009 -4.820329 1.830927 0.1 0.1 -0.3
H 1.754523 -3.629132 2.577082 0.0 0.2 -0.2
H 3.881131 -0.696529 -0.464850 -0.2 0.1 0.1
H 2.301196 0.009273 -0.949090 0.1 0.1 0.2
H 3.326288 -0.813575 -2.141386 -0.2 -0.4 0.0
C -1.410224 1.060777 2.557270 0.0 0.1 0.3
C -2.708308 0.415432 2.110990 0.4 0.2 -0.3
O -3.357591 -0.235336 3.207066 -0.2 0.0 0.0
C -4.021743 0.575231 4.042835 0.1 -0.2 0.2
O -4.120336 1.770183 3.941494 0.0 -0.1 -0.1
O -4.536633 -0.174577 5.024114 0.1 0.1 -0.3
C -5.201609 0.578902 6.038402 -0.3 0.1 0.4
H -0.772323 0.331839 3.061701 0.0 0.0 -0.1
H -0.870570 1.472929 1.701811 0.0 0.0 0.0
H -1.594013 1.868997 3.267425 -0.1 0.0 -0.1
H -2.492468 -0.357413 1.370179 -0.2 -0.2 0.2
H -3.376408 1.138704 1.637451 0.0 0.0 0.2
H -5.951928 1.244624 5.610518 0.2 0.0 0.0
H -4.472140 1.145918 6.619110 -0.1 0.1 -0.1
H -5.702014 -0.126056 6.700846 0.2 -0.1 -0.2
```
Forces are in eV/Å.

Values from the calculation:
Maximum force ... 4.83 eV Å⁻¹
HOMO-LUMO gap ... 6.610 eV
LUMO energy ... -5.75 eV
Charge ... +1

---

No. 2
Below is a cluster of 14 separate species, C2H31NO17 in total in a non-equilibrium geometry, with properties calculated with ωB97M-V with the def2-TZVPD basis set.

Geometry as XYZ:
```
51
Properties=species:S:1:pos:R:3:forces:R:3
O -1.130106 0.344572 2.771485 0.1 0.2 0.3
C -0.558194 1.426496 2.756556 -0.5 -0.4 -0.8
N 0.110574 1.909433 1.671546 -0.5 0.2 0.1
C 0.637595 1.119337 0.547019 0.4 -0.6 0.0
O -0.253069 0.162880 0.100198 -0.5 0.0 0.0
O 1.044925 1.896461 -0.461697 -0.3 0.6 0.3
H -0.691732 2.133022 3.575235 0.3 0.3 0.1
H 0.576131 2.790783 1.785099 0.2 0.2 0.0
H -1.167649 0.206531 0.464356 0.5 0.1 0.1
H 2.707104 2.296052 -0.119497 -0.1 0.1 -0.1
H 4.183803 1.914134 -0.314534 0.1 0.0 0.1
O 3.550454 2.168316 0.364669 0.3 0.0 -0.1
H 1.424883 -4.110174 -1.342641 0.0 0.0 0.1
H 1.930286 -3.858407 0.108686 -0.1 -0.1 -0.1
O 2.174030 -3.758391 -0.817562 0.3 0.1 0.1
H 1.993994 -0.316735 -2.092942 0.1 0.4 0.2
H 2.677076 -2.130371 -1.138187 0.1 0.3 0.0
O 2.861112 -1.155027 -1.137526 0.1 -0.5 -0.1
H 0.747891 -1.689881 1.658586 0.0 -0.1 -0.1
H -0.416177 -1.295218 2.498734 -0.1 -0.2 -0.1
O -0.022556 -2.089971 2.086107 0.3 0.2 0.2
H -0.338594 2.605555 -1.231733 -0.2 0.2 0.0
H -0.918529 3.770118 -2.128056 -0.1 -0.2 0.1
O -1.182567 3.005538 -1.598737 0.6 -0.1 -0.1
H 0.450406 -0.121496 -2.533090 0.2 0.0 -0.3
H 1.193662 1.065909 -1.685162 0.4 0.0 0.3
O 1.367302 0.407033 -2.459570 -0.5 -0.5 -0.3
H -3.323574 0.693334 -1.852332 0.0 0.0 0.1
H -2.185701 1.679291 -2.296322 -0.5 -0.4 -0.1
O -2.738113 0.910015 -2.586763 0.5 0.5 0.1
H -3.020254 1.062863 0.634860 -0.3 -0.4 0.1
H -3.197660 -0.182818 1.575846 0.1 0.2 -0.2
O -3.031070 0.066653 0.654878 -0.1 0.5 0.0
H -0.898977 -1.363047 -1.823221 0.2 0.2 -0.5
H -1.464598 -0.217204 -2.683622 -0.1 -0.3 -0.2
O -0.743980 -0.901976 -2.683704 -0.4 -0.2 0.8
H -1.174412 -2.306627 0.755116 -0.2 -0.1 -0.5
H -2.342562 -1.585735 0.045054 0.2 -0.5 -0.1
O -1.786004 -2.386811 -0.021073 0.2 0.3 0.0
H -2.437080 2.940969 -0.341274 0.0 0.2 0.3
H -2.156090 2.956315 1.161284 -0.3 0.0 -0.3
O -2.874942 2.801362 0.526252 0.3 -0.1 0.1
H 1.815721 0.325776 3.047737 -0.2 0.0 0.4
H 1.338835 -0.169651 4.457031 0.1 0.3 -0.3
O 1.514031 0.624444 3.928336 0.3 -0.3 0.1
H -0.669590 -3.949648 -1.706970 -0.3 0.2 0.1
H -0.390945 -5.454336 -1.825240 0.0 0.2 -0.1
O -0.052205 -4.586195 -2.083132 -0.1 -0.3 0.0
H 2.581396 0.851636 0.981925 0.1 0.5 -0.1
H 2.537764 -0.855659 -0.275320 -0.1 0.1 0.1
O 1.747956 0.350550 1.083314 -0.3 -0.7 0.1
```
Forces are in eV/Å.

Values from the calculation:
Maximum force ... 1.05 eV Å⁻¹
HOMO-LUMO gap ... 10.793 eV
Energy above the lowest of the compared OMol25 structures with the same formula, charge and spin ... 0.00 kcal/mol
LUMO energy ... 0.17 eV
Charge ... 0

---

No. 3
Below is a structure of composition C3H2INO2 in a non-equilibrium geometry, with properties calculated with ωB97M-V with the def2-TZVPD basis set.

Geometry as XYZ:
```
9
Properties=species:S:1:pos:R:3:forces:R:3
C -0.143472 1.165591 -0.260745 -1.5 0.5 1.8
C -0.437879 -0.866406 -0.167917 0.6 0.1 -1.5
C -1.134592 0.109327 0.633708 -0.2 2.7 -1.9
N 0.195933 0.085132 -1.009640 1.5 -0.9 -0.4
O 0.153294 2.320019 -0.222673 -0.2 -0.8 -0.2
O -0.466253 -2.029806 -0.273920 0.4 -2.4 0.1
I -3.139487 -0.021649 -0.047574 -0.3 0.4 0.2
H -1.121749 0.091877 1.669709 0.2 0.0 1.8
H 1.012743 -0.090584 -1.602309 -0.5 0.4 0.1
```
Forces are in eV/Å.

Values from the calculation:
Maximum force ... 3.33 eV Å⁻¹
HOMO-LUMO gap ... 9.513 eV
Energy above the lowest of the compared OMol25 structures with the same formula, charge and spin ... 0.00 kcal/mol
LUMO energy ... -0.26 eV
Charge ... 0

---

No. 4
Below is a cluster of 2 separate species, C18H29BrN2O3PS in total in a non-equilibrium geometry, with properties calculated with ωB97M-V with the def2-TZVPD basis set.

Geometry as XYZ:
```
55
Properties=species:S:1:pos:R:3:forces:R:3
C -2.681396 3.887815 -0.991033 0.1 0.7 0.4
C -3.763626 3.561929 -2.127825 0.0 0.0 0.6
C -4.301294 2.026118 -2.088024 0.1 1.0 0.3
C -3.140654 0.946721 -2.317016 0.1 1.0 -0.8
C -3.651970 -0.578533 -2.403200 0.7 1.2 1.4
C -3.413684 -1.215123 -0.914412 -0.3 -0.1 -2.1
C -1.842927 -1.504191 -0.812027 0.3 -0.9 -0.1
C -1.365086 -2.155016 0.588362 -2.5 -0.1 -0.9
P -2.023161 -0.952494 1.946092 0.9 0.1 -0.4
S -1.845594 0.942984 1.391188 0.1 0.0 0.3
C -2.329684 -3.455545 0.800700 -2.4 -5.4 -1.4
O -2.795478 -3.743991 1.961122 1.8 2.2 -2.0
O -2.678992 -4.289760 -0.259096 2.4 4.4 3.5
N 0.074613 -2.450752 0.694651 0.3 0.0 0.2
C 0.573462 -3.461175 -0.264903 1.4 -0.8 -1.7
C 1.075805 -2.849760 -1.702433 0.6 -0.6 0.1
C 0.947498 -1.265216 0.773703 1.0 1.4 -0.4
C 2.517559 -1.630237 1.019556 -0.5 -3.3 3.1
O 2.904994 -2.460877 1.862409 -1.2 3.8 -3.8
Br 3.824703 -0.599514 -0.119126 -0.7 -0.6 0.6
H -3.125174 3.829189 0.076016 0.6 -0.1 -1.8
H -2.311950 4.980112 -1.100032 -0.6 -1.7 0.1
H -1.750738 3.227225 -1.008484 -1.4 0.8 -0.1
H -3.326781 3.837698 -3.150551 -0.6 -0.6 1.3
H -4.648396 4.287873 -1.950576 1.3 -1.2 -0.3
H -4.775544 1.889769 -1.045058 0.7 0.0 -1.5
H -5.147086 1.982339 -2.868414 1.3 -0.3 1.1
H -2.602931 1.233122 -3.302418 -0.9 -0.4 1.4
H -2.358232 1.127549 -1.488417 -1.3 -0.6 -1.2
H -4.765626 -0.550761 -2.681124 1.7 -0.3 0.3
H -3.005402 -1.120777 -3.173551 -1.2 0.5 1.0
H -3.812689 -0.431159 -0.189088 0.6 -1.2 -0.7
H -4.026132 -2.193344 -0.919347 1.3 1.4 0.6
H -1.613356 -2.303456 -1.617931 -0.4 1.2 1.4
H -1.173368 -0.605634 -1.033894 -1.2 -0.9 0.3
H -1.202353 -1.196012 3.104675 -0.8 -0.3 -0.5
H -3.391913 -1.203940 2.265148 0.9 -0.4 -0.1
H -0.154702 -4.291205 -0.541761 0.4 1.5 1.0
H 1.507919 -4.006114 0.150689 -1.6 1.0 -0.2
H 2.225813 -2.760061 -1.719828 -1.7 -0.1 0.0
H 0.656050 -1.814063 -1.919052 0.4 -1.6 0.1
H 0.799979 -3.619981 -2.516877 0.3 1.5 1.1
H 0.902701 -0.575006 -0.156436 0.2 -1.1 1.4
H 0.718589 -0.556521 1.661079 0.1 -1.3 -1.3
N 6.232842 3.016572 1.312003 0.1 -0.4 0.5
C 7.271534 3.098899 2.158816 -0.4 0.0 -0.4
C 7.453415 2.253004 3.240643 -0.1 -0.1 0.0
C 6.506372 1.264229 3.467217 0.0 -0.1 0.0
C 5.421827 1.157261 2.609087 0.1 0.0 0.2
C 5.332094 2.050013 1.552809 0.3 0.6 -0.2
H 7.982877 3.889514 1.942097 0.0 0.0 0.1
H 8.313044 2.364296 3.889989 0.0 0.0 0.0
H 6.612866 0.583241 4.304697 0.0 0.0 -0.1
H 4.664147 0.397866 2.756574 0.0 0.0 -0.1
H 4.505214 2.004877 0.852614 0.0 0.0 0.1
```
Forces are in eV/Å.

Values from the calculation:
Maximum force ... 6.13 eV Å⁻¹
HOMO-LUMO gap ... 7.304 eV
LUMO energy ... 2.31 eV
Charge ... -1

---

No. 5
Below is the molecule C3H5NS3 in a non-equilibrium geometry, with properties calculated with ωB97M-V with the def2-TZVPD basis set.

Geometry as XYZ:
```
12
Properties=species:S:1:pos:R:3:forces:R:3
C 1.180080 0.923715 1.539168 -0.6 -1.8 -0.4
C 1.018313 -0.612354 -0.662955 -1.2 -3.7 -0.7
C -0.360200 -0.446928 -1.229465 -1.5 -0.8 -0.6
H 0.120710 0.771330 1.745172 -0.1 0.3 -0.1
H 1.685965 0.047651 1.954941 0.3 0.3 -0.1
H 1.528074 1.831106 1.958085 0.4 0.9 0.3
H -0.397427 -0.237500 -2.325604 0.1 -0.1 0.6
H -3.724528 -0.390703 -0.265103 0.5 0.0 -0.2
N -1.429384 -0.497800 -0.521596 1.8 -0.4 0.1
S 1.427857 0.953518 -0.277190 2.0 3.2 1.4
S 1.822998 -2.057171 -0.599002 -0.8 1.9 0.1
S -2.872459 -0.284865 -1.316450 -1.0 0.2 -0.4
```
Forces are in eV/Å.

Values from the calculation:
Maximum force ... 4.03 eV Å⁻¹
HOMO-LUMO gap ... 7.237 eV
Energy above the lowest of the compared OMol25 structures with the same formula, charge and spin ... 47.31 kcal/mol
LUMO energy ... -1.27 eV
Charge ... 0

---

No. 6
Below is a structure of composition C22H40Cl28N3O6S4 in a non-equilibrium geometry, with properties calculated with ωB97M-V with the def2-TZVPD basis set.

Geometry as XYZ:
```
103
Properties=species:S:1:pos:R:3:forces:R:3
O 0.470164 0.918136 -1.649085 -0.9 -1.2 -1.9
S -0.052592 -0.401330 -2.090483 0.2 1.8 3.9
O 0.263234 -1.352238 -0.988087 -0.4 -0.2 -2.3
C 0.851735 -0.796582 -3.625901 0.9 0.2 -1.2
C 0.820302 0.353998 -4.716334 -0.3 -0.2 -0.2
C -0.595190 0.563173 -5.385300 0.0 -0.1 0.4
S -0.583274 2.134737 -6.399961 -0.9 0.0 0.2
C -1.914154 3.246890 -5.810306 -0.1 -0.9 0.0
S -2.992669 3.839956 -6.898327 1.1 -0.1 1.2
N -1.914210 3.554557 -4.400382 0.2 1.9 2.4
C -2.310200 2.790972 -3.280466 0.2 0.0 1.3
C -2.076148 3.524692 -2.064229 0.4 -0.6 -4.4
N -1.545399 4.831863 -2.437906 -0.2 -3.8 -3.5
C -1.489513 4.764656 -3.795125 0.3 1.0 1.6
N -1.703651 -0.201517 -2.284971 0.8 -2.2 -1.4
S -2.466960 -1.643615 -2.650004 0.8 -1.9 1.8
O -1.669345 -2.595969 -3.453344 -0.7 1.7 -0.1
O -2.990647 -2.315043 -1.446108 0.0 1.5 -1.5
C -3.893434 -1.160005 -3.744229 -0.1 1.6 -0.7
O -5.020414 -0.781075 -2.934794 1.6 -1.4 1.1
O -5.938495 -0.103269 -3.718279 -1.2 0.5 -1.1
H 1.937975 -0.903946 -3.326422 -1.5 0.2 0.0
H 0.566698 -1.766343 -4.110038 -0.2 0.8 0.8
H 1.213327 1.337617 -4.343105 -0.5 -1.0 0.0
H 1.523301 0.018289 -5.537427 -0.6 0.4 0.9
H -1.436868 0.637055 -4.650093 1.0 -0.1 -0.5
H -0.834500 -0.292894 -6.085015 0.2 1.1 0.7
H -2.724561 1.781381 -3.489479 0.5 1.0 0.7
H -2.267167 3.152224 -1.041372 0.3 0.3 -1.2
H -1.113481 5.679714 -4.304980 -0.4 -1.3 -0.2
H -3.590287 -0.221865 -4.306513 -0.1 -1.1 0.5
H -4.126424 -1.954405 -4.503599 0.3 0.4 1.0
H -6.742636 -0.657516 -3.651885 0.6 0.2 0.0
C -3.879335 6.533327 0.442759 0.0 -0.6 0.1
Cl -3.906809 8.138049 -0.315029 -0.1 0.2 0.0
Cl -2.994685 5.370131 -0.550568 -1.6 1.9 1.4
H -3.396854 6.611513 1.411532 0.0 0.1 -0.2
H -4.902717 6.187827 0.568840 0.1 0.2 0.0
C -2.202049 3.278758 2.772480 0.2 -0.4 -0.2
Cl -1.456213 3.232340 1.171259 0.3 -0.4 0.7
Cl -3.012010 4.820840 3.078947 0.0 -0.3 0.3
H -2.933392 2.477391 2.840561 0.0 0.1 -0.1
H -1.428755 3.137928 3.523333 0.0 0.1 -0.1
C 2.457586 2.664893 -9.477430 0.0 0.1 -0.1
Cl 1.926265 0.993507 -9.249422 0.1 0.0 -0.1
Cl 2.257546 3.605767 -7.997026 0.1 0.1 -0.1
H 3.508082 2.666241 -9.756736 -0.1 -0.1 0.1
H 1.864642 3.118566 -10.267492 0.0 -0.1 0.1
C 0.093758 -2.902833 2.092516 -0.1 0.1 -0.5
Cl -0.443960 -4.577813 2.283642 0.1 -0.1 0.0
Cl -0.124983 -1.988794 3.593453 0.1 0.1 0.1
H 1.147577 -2.898462 1.827473 -0.1 0.0 0.1
H -0.487139 -2.430979 1.301862 0.0 0.0 0.1
C 4.288129 -2.288792 -9.343822 0.1 0.0 -0.1
Cl 2.579629 -2.490675 -8.944584 0.0 -0.1 -0.1
Cl 5.231483 -1.838703 -7.919985 -0.2 0.2 0.1
H 4.670717 -3.226918 -9.738400 -0.1 0.0 0.2
H 4.384824 -1.506017 -10.092215 -0.1 0.0 0.2
C -2.030609 -4.149912 6.160932 0.0 -0.1 -0.3
Cl -0.998333 -4.695526 7.490001 0.1 -0.1 0.0
Cl -3.373869 -3.166339 6.755387 0.0 0.0 -0.1
H -1.434985 -3.555152 5.474072 -0.1 0.0 0.1
H -2.430640 -5.019181 5.645754 0.0 0.1 0.1
C 2.232737 -4.352126 5.299310 -0.2 0.0 -0.1
Cl 3.326721 -3.470238 6.374982 -0.1 0.1 0.0
Cl 2.937205 -5.891167 4.790149 -0.1 0.0 0.0
H 1.302365 -4.547303 5.826440 0.2 0.0 0.0
H 2.038395 -3.744400 4.419920 0.1 0.0 0.1
C 9.086449 -3.184938 -9.020824 0.0 -0.1 0.2
Cl 10.146205 -2.033264 -9.842372 0.1 0.0 0.1
Cl 7.493404 -3.248667 -9.782008 0.2 -0.2 -0.2
H 9.537611 -4.172596 -9.065382 -0.1 0.1 -0.1
H 8.968689 -2.878386 -7.984439 -0.1 0.1 -0.1
C 2.173112 -3.951406 10.058839 0.0 0.1 -0.3
Cl 3.217617 -4.505983 11.375751 0.1 -0.1 0.0
Cl 0.838324 -2.967166 10.666061 0.0 0.0 -0.1
H 2.764372 -3.356191 9.368191 0.0 0.0 0.1
H 1.765847 -4.817748 9.543921 0.0 0.0 0.1
C 6.300323 -5.734522 9.709214 -0.1 0.1 0.1
Cl 5.896694 -5.288264 8.047079 -0.1 0.1 0.1
Cl 7.269384 -7.213871 9.757823 0.0 0.0 0.1
H 6.866894 -4.926299 10.164382 0.0 -0.1 -0.1
H 5.378777 -5.897684 10.264540 0.1 -0.1 -0.2
C -5.410611 7.084045 5.293408 0.1 -0.1 0.1
Cl -7.023942 7.774162 5.075743 0.0 0.0 0.1
Cl -4.340714 7.514301 3.955671 0.0 0.2 0.1
H -4.986842 7.464295 6.219125 0.0 0.1 -0.1
H -5.494076 6.001109 5.342152 0.0 0.1 -0.1
C -5.271989 -4.854605 9.676359 0.1 0.0 -0.2
Cl -4.238046 -5.397757 11.003457 0.1 0.0 -0.1
Cl -6.616525 -3.871878 10.270903 0.0 0.0 -0.1
H -4.677966 -4.259298 8.988382 0.0 0.0 0.2
H -5.672051 -5.724832 9.162623 0.0 0.1 0.2
C 3.735149 -2.007913 -1.057293 -0.3 0.1 0.1
Cl 5.318250 -1.880654 -0.276258 0.0 0.0 0.1
Cl 3.894322 -2.145543 -2.813607 0.3 -0.2 0.0
H 3.225810 -2.890658 -0.680955 0.1 0.0 -0.1
H 3.152960 -1.118777 -0.825207 0.1 -0.1 -0.1
C -0.882334 8.554522 1.793115 -0.1 0.1 0.0
Cl 0.482273 8.738883 0.685807 -0.1 0.1 0.0
Cl -0.511565 7.405125 3.085451 0.0 0.1 0.1
H -1.109251 9.520843 2.236176 0.1 -0.1 0.0
H -1.741441 8.193601 1.234799 0.2 0.0 0.0
```
Forces are in eV/Å.

Values from the calculation:
Maximum force ... 5.17 eV Å⁻¹
HOMO-LUMO gap ... 7.201 eV
LUMO energy ... 0.96 eV
Charge ... -1